No. 1
This record from the OMol25 dataset describes 3 unconnected molecules or ions with the total composition C4H12NO2. The level of theory is the ωB97M-V functional and the def2-TZVPD basis.

Cartesian coordinates (Å):
C: -2.90 -1.22 -0.90
C: -2.79 0.14 -0.22
C: -1.65 0.40 0.67
N: -0.18 0.29 0.01
C: -0.80 1.72 0.25
H: -1.86 -1.67 -1.12
H: -3.37 -1.95 -0.28
H: -3.62 -1.09 -1.71
H: -3.68 0.76 -0.02
H: -1.63 0.07 1.71
H: -0.47 0.15 -1.00
H: -0.91 2.11 -0.80
H: -0.39 2.34 1.09
H: 4.60 -1.53 -1.07
H: 4.36 -2.07 0.30
O: 4.24 -1.29 -0.22
H: 2.91 -0.03 0.11
H: 1.39 0.37 0.54
O: 2.34 0.58 0.62

Computed properties:
- Expectation value of S²: 0.754
- Largest force on an atom: 4.94 eV Å⁻¹
- Spin multiplicity: 2
- Electronic energy: -364.6885 hartree

These are the natural (NBO) partial charges, in e, on atoms 1 to 6: number 1, C, carries -0.689; number 2, C, carries -0.103; number 3, C, carries -0.160; number 4, N, carries -0.619; number 5, C, carries -0.260; number 6, H, carries 0.222

---

No. 2
This record from the OMol25 dataset describes 2 unconnected molecules or ions with the total composition C4H12NO2. The level of theory is the ωB97M-V functional and the def2-TZVPD basis.

Cartesian coordinates (Å):
O: -0.90 1.42 -0.97
C: -1.45 0.24 -0.91
C: -0.71 -0.78 -0.14
C: 0.65 -1.20 -0.77
C: 1.26 -2.43 -0.13
N: -0.39 -0.08 1.18
H: -2.34 0.03 -1.51
H: -1.26 -1.71 0.02
H: 0.51 -1.15 -1.85
H: 1.33 -0.36 -0.59
H: 1.77 -2.26 0.81
H: 1.96 -2.95 -0.81
H: 0.51 -3.22 0.02
H: 0.38 -0.51 1.68
H: -0.11 0.86 0.83
H: -1.27 0.01 1.68
H: 0.36 3.15 0.70
H: 1.75 2.99 1.26
O: 0.91 2.51 1.18

Computed properties:
- Expectation value of S²: 0.754
- Largest force on an atom: 2.06 eV Å⁻¹
- Spin multiplicity: 2
- Electronic energy: -364.7350 hartree

These are the natural (NBO) partial charges, in e, on atoms 1 to 6: number 1, O, carries -0.773; number 2, C, carries -0.026; number 3, C, carries -0.126; number 4, C, carries -0.439; number 5, C, carries -0.628; number 6, N, carries -0.743